The following is a quantum chemistry calculation of a 10-piece molecular cluster, C31H35F10O32P overall, from the OMol25 dataset.

Cartesian coordinates (Å):
1 C -3.470 -0.529 -2.780
2 C -3.454 -2.004 -2.442
3 F -4.375 -2.666 -3.236
4 C -2.080 -2.689 -2.607
5 O -1.041 -1.849 -2.098
6 C -1.078 -1.665 -0.761
7 O -0.789 -0.606 -0.287
8 P -1.635 -3.135 -4.319
9 O -2.576 -4.045 -4.985
10 O -0.182 -3.736 -4.070
11 O -1.392 -1.755 -5.062
12 H -2.729 0.020 -2.202
13 H -3.298 -0.375 -3.844
14 H -4.455 -0.136 -2.529
15 H -3.772 -2.149 -1.403
16 H -2.098 -3.643 -2.064
17 H -1.355 -2.520 -0.129
18 H 0.406 -3.588 -4.823
19 H -1.863 -1.750 -5.919
20 O -3.187 -1.339 -7.281
21 C -3.474 -2.475 -7.525
22 O -2.594 -3.401 -7.942
23 C -3.240 -4.681 -7.884
24 C -4.699 -4.293 -7.989
25 F -5.509 -5.107 -7.275
26 O -4.710 -2.997 -7.405
27 H -3.018 -5.137 -6.922
28 H -2.894 -5.321 -8.690
29 H -5.085 -4.227 -9.008
30 O -3.165 -3.169 1.654
31 C -2.755 -2.378 2.448
32 O -2.770 -1.047 2.277
33 C -2.324 -0.433 3.498
34 C -1.542 -1.553 4.145
35 F -1.633 -1.547 5.491
36 O -2.201 -2.710 3.638
37 H -3.188 -0.154 4.101
38 H -1.723 0.445 3.288
39 H -0.489 -1.596 3.863
40 O -7.483 -0.796 2.743
41 C -7.150 -1.922 2.878
42 O -5.951 -2.326 3.365
43 C -5.976 -3.747 3.517
44 C -7.071 -4.146 2.551
45 F -7.773 -5.222 2.981
46 O -7.910 -3.007 2.553
47 H -6.250 -4.000 4.542
48 H -5.005 -4.168 3.274
49 H -6.730 -4.334 1.532
50 O -0.652 -7.110 -6.513
51 C -1.474 -7.459 -5.734
52 O -2.764 -7.730 -6.047
53 C -3.414 -8.236 -4.878
54 C -2.530 -7.702 -3.771
55 F -2.457 -8.550 -2.717
56 O -1.265 -7.627 -4.402
57 H -3.396 -9.327 -4.893
58 H -4.439 -7.880 -4.835
59 H -2.804 -6.709 -3.410
60 O -1.565 2.349 5.319
61 C -0.387 2.275 5.190
62 O 0.522 3.094 5.742
63 C 1.833 2.590 5.450
64 C 1.575 1.727 4.233
65 F 2.370 0.622 4.205
66 O 0.230 1.320 4.434
67 H 2.183 1.982 6.286
68 H 2.524 3.408 5.276
69 H 1.638 2.246 3.285
70 O 5.182 3.229 4.942
71 C 5.315 2.956 3.794
72 O 4.333 2.489 3.000
73 C 4.819 2.428 1.655
74 C 6.318 2.371 1.874
75 F 7.005 3.023 0.904
76 O 6.477 3.067 3.097
77 H 4.541 3.340 1.126
78 H 4.410 1.562 1.143
79 H 6.730 1.367 1.980
80 O 0.655 3.991 2.408
81 C -0.101 3.853 1.499
82 O -1.171 4.630 1.263
83 C -1.750 4.233 0.014
84 C -1.237 2.814 -0.136
85 F -0.996 2.491 -1.423
86 O -0.006 2.867 0.574
87 H -1.360 4.867 -0.783
88 H -2.832 4.311 0.059
89 H -1.869 2.045 0.312
90 O 10.198 3.476 -3.793
91 C 9.820 4.105 -2.867
92 O 10.612 4.611 -1.890
93 C 9.814 5.437 -1.041
94 C 8.423 4.891 -1.288
95 F 7.469 5.852 -1.218
96 O 8.515 4.420 -2.618
97 H 9.883 6.475 -1.369
98 H 10.144 5.351 -0.010
99 H 8.139 4.066 -0.637
100 O 5.118 9.800 5.725
101 C 4.886 8.641 5.702
102 O 5.815 7.661 5.587
103 C 5.166 6.399 5.758
104 C 3.731 6.734 5.408
105 F 2.841 6.010 6.129
106 O 3.637 8.095 5.774
107 H 5.242 6.084 6.799
108 H 5.611 5.646 5.117
109 H 3.482 6.632 4.349

## Properties
lowest unoccupied orbital energy = -0.1 eV
E_tot = -134702.765 eV
HOMO energy = -0.406 Ha
SMILES = C[C@@H](F)[C@H](OC=O)P(=O)(O)O.O=C1OC[C@@H](F)O1.O=C1OC[C@@H](F)O1.O=C1OC[C@@H](F)O1.O=C1OC[C@@H](F)O1.O=C1OC[C@@H](F)O1.O=C1OC[C@@H](F)O1.O=C1OC[C@@H](F)O1.O=C1OC[C@@H](F)O1.O=C1OC[C@@H](F)O1
frontier orbital gap = 10.9942 eV

The following is a quantum chemistry calculation of C31H35N5O10P2Ti as an isolated structure, from the OMol25 dataset.

Cartesian coordinates (Å):
1 Ti -0.406 -0.187 -0.083
2 C -1.050 0.503 3.642
3 C -1.562 1.534 2.677
4 C -2.442 2.492 3.165
5 C -2.894 3.505 2.335
6 C -2.397 3.582 1.054
7 C -1.493 2.611 0.626
8 N -1.136 1.561 1.399
9 C -0.830 2.670 -0.669
10 C -0.850 3.769 -1.486
11 C -0.122 3.786 -2.683
12 C 0.646 2.688 -2.982
13 C 0.664 1.583 -2.132
14 N -0.117 1.533 -0.993
15 C 1.443 0.410 -2.324
16 C 2.334 0.197 -3.394
17 C 3.089 -0.938 -3.416
18 C 2.980 -1.852 -2.355
19 C 2.095 -1.616 -1.335
20 C 2.048 -2.552 -0.161
21 N 1.300 -0.509 -1.330
22 H -0.758 1.009 4.565
23 H -0.206 -0.044 3.242
24 H -1.833 -0.211 3.896
25 H -2.763 2.429 4.195
26 H -3.606 4.237 2.694
27 H -2.708 4.371 0.387
28 H -1.417 4.641 -1.194
29 H -0.148 4.647 -3.334
30 H 1.244 2.673 -3.883
31 H 2.402 0.922 -4.191
32 H 3.768 -1.131 -4.237
33 H 3.581 -2.750 -2.334
34 H 2.791 -2.250 0.583
35 H 2.291 -3.564 -0.482
36 H 1.071 -2.568 0.313
37 C -4.221 -3.704 0.082
38 C -2.755 -3.357 0.311
39 O -2.093 -4.449 0.994
40 P -2.577 -2.008 1.523
41 O -2.912 -2.714 2.902
42 O -3.730 -0.965 1.373
43 O -1.216 -1.394 1.510
44 P -1.907 -2.974 -1.314
45 O -1.176 -4.421 -1.566
46 O -2.920 -2.726 -2.352
47 O -0.767 -2.028 -1.039
48 H -4.714 -3.918 1.032
49 H -4.285 -4.582 -0.560
50 H -4.735 -2.886 -0.417
51 H -1.503 -4.870 0.350
52 H -2.606 -3.637 2.856
53 H -3.443 -0.360 0.612
54 H -1.624 -4.854 -2.304
55 O -2.072 0.407 -2.721
56 C -2.827 0.292 -1.784
57 O -2.474 0.090 -0.539
58 H -3.922 0.324 -1.916
59 C 5.622 0.111 2.302
60 N 4.339 0.795 2.188
61 N 3.227 -0.035 2.332
62 C 2.252 0.339 1.433
63 O 1.120 -0.167 1.451
64 C 2.823 1.383 0.634
65 C 4.081 1.591 1.088
66 C 5.130 2.497 0.551
67 C 2.969 -0.665 3.581
68 C 3.457 -0.104 4.754
69 C 3.186 -0.720 5.967
70 C 2.417 -1.873 6.009
71 C 1.925 -2.417 4.831
72 C 2.205 -1.826 3.609
73 H 5.672 -0.397 3.262
74 H 6.413 0.855 2.262
75 H 5.756 -0.618 1.498
76 H 2.315 1.900 -0.162
77 H 4.690 3.158 -0.191
78 H 5.928 1.929 0.068
79 H 5.573 3.101 1.343
80 H 4.028 0.814 4.716
81 H 3.567 -0.285 6.881
82 H 2.199 -2.345 6.958
83 H 1.317 -3.312 4.857
84 H 1.814 -2.239 2.692

## Properties
lowest unoccupied orbital energy (spin up / spin down) = 0.2 / 0.2 eV
E_tot = -102344.129 eV
HOMO energy (spin up / spin down) = -0.193 / -0.194 Ha
relative energy (zero: lowest compared OMol25 entry of this formula, charge and spin) = 2.50 kJ/mol
frontier orbital gap (spin up / spin down) = 5.4974 / 5.5090 eV

The following is a quantum chemistry calculation of C31H35N5O8PPdS3 as an isolated structure, from the OMol25 dataset.

Cartesian coordinates (Å):
1 Pd -0.288 -0.630 -0.170
2 C -4.131 0.898 -1.926
3 C -4.575 0.443 -0.553
4 O -3.693 -0.582 -0.081
5 P -2.849 -0.421 1.340
6 S -2.010 -2.267 0.829
7 S -1.710 1.211 0.791
8 O -4.082 -0.189 2.295
9 C -5.346 -0.894 2.240
10 C -5.280 -2.152 3.074
11 H -4.830 1.635 -2.324
12 H -4.082 0.044 -2.602
13 H -3.138 1.348 -1.873
14 H -5.585 0.028 -0.588
15 H -4.586 1.281 0.150
16 H -5.594 -1.113 1.205
17 H -6.069 -0.186 2.637
18 H -4.578 -2.866 2.641
19 H -6.266 -2.620 3.098
20 H -4.963 -1.920 4.090
21 O -3.273 -0.439 4.933
22 S -2.343 0.442 4.283
23 O -2.772 1.781 4.006
24 N -1.773 -0.257 2.814
25 C -0.384 -0.601 2.890
26 O 0.224 -1.145 1.900
27 C 0.157 -0.258 4.125
28 C 1.493 -0.427 4.573
29 C 1.820 -0.020 5.840
30 C 0.866 0.557 6.715
31 C -0.444 0.732 6.294
32 C -0.773 0.333 5.013
33 H 2.224 -0.874 3.913
34 H 2.838 -0.147 6.188
35 H 1.163 0.857 7.710
36 H -1.192 1.167 6.944
37 C -1.712 -1.649 -5.335
38 N -0.966 -0.622 -4.616
39 C -0.276 0.342 -5.259
40 C 0.448 1.254 -4.585
41 C 0.453 1.167 -3.159
42 N -0.255 0.249 -2.524
43 C -0.940 -0.709 -3.217
44 O -1.535 -1.622 -2.667
45 N 1.163 2.033 -2.427
46 H -1.721 -1.407 -6.395
47 H -2.731 -1.692 -4.959
48 H -1.255 -2.624 -5.183
49 H -0.335 0.327 -6.339
50 H 1.010 2.016 -5.103
51 H 1.800 2.648 -2.900
52 H 1.363 1.759 -1.469
53 C 7.370 5.068 -0.056
54 C 6.485 4.182 0.780
55 C 6.423 4.362 2.156
56 C 5.605 3.569 2.946
57 C 4.857 2.564 2.360
58 C 4.912 2.365 0.984
59 N 4.109 1.342 0.416
60 C 4.600 0.185 -0.134
61 C 5.984 -0.050 -0.209
62 C 6.477 -1.216 -0.759
63 C 5.624 -2.201 -1.248
64 C 4.264 -1.995 -1.161
65 C 3.732 -0.822 -0.622
66 C 2.258 -0.711 -0.556
67 O 1.529 -1.696 -0.841
68 O 1.704 0.394 -0.208
69 C 5.707 3.186 0.174
70 C 5.719 3.022 -1.321
71 H 7.976 5.717 0.575
72 H 6.784 5.704 -0.725
73 H 8.044 4.480 -0.684
74 H 7.022 5.141 2.613
75 H 5.561 3.726 4.016
76 H 4.227 1.915 2.957
77 H 3.115 1.340 0.597
78 H 6.666 0.688 0.191
79 H 7.550 -1.362 -0.797
80 H 6.019 -3.115 -1.672
81 H 3.564 -2.745 -1.507
82 H 4.871 2.426 -1.653
83 H 6.626 2.512 -1.659
84 H 5.685 3.991 -1.822

## Properties
lowest unoccupied orbital energy (spin up / spin down) = 0.3 / -2.4 eV
multiplicity = 6
E_tot = -101819.451 eV
HOMO energy (spin up / spin down) = -0.195 / -0.283 Ha
relative energy (zero: lowest compared OMol25 entry of this formula, charge and spin) = 120.37 kJ/mol
frontier orbital gap (spin up / spin down) = 5.6108 / 5.2757 eV